1.
The following is a quantum chemistry calculation of C46H27IrN8 as an isolated structure in a non-equilibrium geometry, from OMol25.

Each line ends with the Mulliken charge.
CARTESIAN COORDINATES (ANGSTROEM)
1 Ir 0.316 0.471 -0.402  1.1848
2 N -0.912 -0.999 -3.166  -0.6173
3 N 2.138 0.670 0.387  -0.2904
4 N 1.669 2.293 2.089  -0.6220
5 N -0.314 1.956 0.768  0.0085
6 N -2.502 2.290 -0.191  -0.4693
7 N -1.428 0.492 -1.359  -0.2072
8 N 1.093 -0.572 -1.910  -0.2015
9 N 3.420 -0.518 -1.265  -0.5217
10 C 3.823 1.132 1.865  0.3083
11 C 0.393 -1.039 -2.981  -0.0205
12 C 3.747 -1.873 -4.060  -0.3299
13 C -1.468 2.667 0.536  0.0881
14 C -2.504 1.254 -1.009  0.3880
15 C 0.472 2.636 1.654  -0.2077
16 C 2.504 -3.813 -0.225  -0.6079
17 C -3.805 1.052 2.798  -0.6854
18 C 2.438 -0.760 -2.112  0.1819
19 C 0.129 4.888 2.903  -0.1575
20 C 0.800 -5.145 0.768  -0.6373
21 C 0.055 -4.009 1.027  -1.5436
22 C -0.227 3.850 2.053  0.2418
23 C -5.798 0.673 -2.791  -0.6731
24 C -1.965 5.968 2.323  -0.7353
25 C 6.477 0.408 1.903  -0.6140
26 C 4.611 1.582 2.915  -0.2943
27 C 2.287 -2.698 -5.814  -0.6506
28 C 1.340 -1.604 -3.936  0.2676
29 C 2.614 -1.417 -3.401  -0.1622
30 C 3.274 0.085 -0.097  0.4021
31 C -0.756 5.944 3.031  -0.6313
32 C 3.566 -2.516 -5.274  -0.6450
33 C -1.747 -0.305 -2.420  -0.0183
34 C 1.158 -2.245 -5.153  -0.1090
35 C -0.315 -1.513 0.931  0.0586
36 C 0.509 -2.729 0.644  0.8202
37 C -2.410 -0.886 2.451  -0.2786
38 C 5.694 -0.027 0.847  -0.3917
39 C 5.942 1.201 2.925  -0.6152
40 C 1.747 -2.682 0.044  0.1699
41 C -2.317 4.936 1.470  -0.2253
42 C 2.428 1.381 1.517  -0.1275
43 C -4.540 0.371 3.758  -0.6761
44 C -2.754 0.417 2.158  0.8962
45 C -1.312 -1.616 1.812  0.3300
46 C -4.214 -0.944 4.064  -0.6536
47 C -3.168 -0.136 -2.704  0.1544
48 C -4.000 -0.707 -3.656  -0.2033
49 C -3.159 -1.567 3.417  -1.0001
50 C -1.429 3.876 1.344  0.1382
51 C -5.322 -0.295 -3.683  -0.6411
52 C -3.640 0.839 -1.823  0.0041
53 C 4.355 0.338 0.848  0.0814
54 C -4.962 1.260 -1.856  -0.2566
55 C 2.029 -5.061 0.127  -0.8113
56 H 4.425 -2.892 -5.814  0.3979
57 H -5.319 2.017 -1.170  0.5480
58 H 0.165 -2.387 -5.559  0.5616
59 H -2.176 0.908 1.418  0.3776
60 H 7.524 0.134 1.940  0.4021
61 H 2.603 -5.954 -0.081  0.3885
62 H -4.047 2.077 2.542  0.4469
63 H -6.838 0.967 -2.837  0.3975
64 H -6.001 -0.723 -4.408  0.3982
65 H -4.785 -1.487 4.806  0.3837
66 H 2.184 -3.205 -6.765  0.3971
67 H -0.511 6.772 3.684  0.4135
68 H 1.065 4.862 3.445  0.5582
69 H 3.468 -3.700 -0.707  0.4320
70 H -2.908 -2.592 3.664  0.3898
71 H 2.142 -1.727 -0.177  0.4952
72 H -0.899 -4.142 1.515  0.4214
73 H -3.244 4.951 0.912  0.5505
74 H 4.192 2.204 3.694  0.5401
75 H -3.623 -1.449 -4.347  0.5584
76 H 0.410 -6.109 1.072  0.3914
77 H -5.363 0.860 4.264  0.3920
78 H -2.633 6.810 2.449  0.4045
79 H 6.584 1.523 3.735  0.4022
80 H 6.106 -0.625 0.045  0.5536
81 H 4.730 -1.729 -3.632  0.5631
82 H -1.311 -2.622 2.221  0.0433

Cartesian forces, eV/Å:
-0.52 -1.60 1.06
-0.02 0.06 0.01
-0.03 -0.24 0.10
0.08 0.02 -0.11
0.06 0.30 -0.34
0.12 0.20 -0.33
-0.10 -0.21 0.22
0.13 0.21 -0.07
0.06 0.32 -0.14
0.00 0.05 -0.03
0.00 -0.15 0.05
0.00 0.04 -0.01
0.00 -0.05 0.11
0.02 0.13 -0.06
-0.15 -0.15 0.26
0.03 0.02 0.00
0.02 0.02 -0.02
-0.06 -0.12 0.02
-0.01 -0.02 0.04
-0.05 0.02 0.07
0.02 0.00 -0.28
0.02 0.00 0.02
-0.01 0.00 0.01
-0.03 -0.02 0.01
0.00 -0.02 0.00
0.00 -0.01 0.01
-0.02 0.01 -0.01
-0.01 -0.07 0.02
0.01 -0.08 0.04
0.06 0.25 -0.15
0.02 0.00 0.00
0.02 0.00 0.02
0.01 -0.01 -0.02
-0.01 0.02 -0.01
0.43 1.65 -1.16
-0.43 -0.28 0.25
0.06 -0.12 0.05
0.01 0.00 0.00
-0.01 0.00 0.01
0.08 -0.18 0.20
0.00 -0.01 0.00
0.02 0.03 -0.01
-0.02 0.00 0.00
-0.13 0.01 0.13
0.17 -0.14 0.06
0.01 -0.01 -0.02
0.02 0.04 -0.04
0.00 -0.01 0.00
0.00 0.02 0.01
-0.03 0.00 0.02
0.00 0.00 -0.01
0.01 0.04 -0.01
0.01 0.03 -0.05
0.00 0.00 0.01
0.04 -0.03 -0.01
0.00 0.01 0.00
0.00 0.00 0.00
0.01 0.00 0.00
0.02 0.03 0.03
0.00 0.01 0.00
0.00 0.00 -0.01
0.00 -0.01 -0.01
0.01 0.01 -0.01
0.00 -0.01 0.01
0.01 0.01 0.01
0.00 0.00 0.01
-0.01 -0.01 0.01
0.00 0.01 -0.01
0.00 0.01 0.01
-0.01 0.00 -0.01
0.07 0.04 0.08
-0.04 -0.07 -0.11
0.00 0.00 0.01
0.00 0.00 -0.01
0.00 0.00 0.01
-0.01 0.00 -0.02
0.00 -0.01 0.00
0.01 0.00 -0.01
0.00 0.00 -0.01
-0.01 -0.02 0.01
0.00 -0.01 -0.01
0.04 0.08 0.12

Summary:
spin multiplicity: 1
E: -2311.6075 Eh
HOMO energy: -6.571 eV
relative energy (zero: lowest compared OMol25 entry of this formula, charge and spin): 0.0000 eV
Kohn-Sham gap: 5.124 eV



2.
The following is a quantum chemistry calculation of one molecule with the formula C4H3ClO2 in a non-equilibrium geometry, from OMol25.

Each line ends with the Mulliken charge.
CARTESIAN COORDINATES (ANGSTROEM)
1 Cl -2.696 0.397 -0.022  -0.1983
2 O 2.327 -0.288 -0.018  -0.4466
3 O 1.284 1.893 0.109  -0.4333
4 C -1.239 -0.696 0.065  -0.1348
5 C 0.180 1.392 -0.118  -0.0575
6 C 1.216 -0.850 -0.086  -0.2441
7 C -0.062 -0.101 -0.082  0.4019
8 H -1.598 -1.762 0.321  0.3440
9 H -0.728 1.935 -0.195  0.3725
10 H 1.315 -1.919 0.027  0.3962

Cartesian forces, eV/Å:
0.85 -1.20 0.20
-2.55 -1.60 -0.67
-3.16 -0.42 -0.77
-2.37 0.19 0.38
2.55 0.14 1.22
3.77 1.15 1.29
1.51 -0.33 -0.24
1.22 1.84 -0.73
-0.79 1.14 -0.38
-1.04 -0.89 -0.29

Summary:
spin multiplicity: 1
E: -764.8069 Eh
HOMO energy: -9.342 eV
relative energy (zero: lowest compared OMol25 entry of this formula, charge and spin): 1.9601 eV
Kohn-Sham gap: 8.382 eV



3.
The following is a quantum chemistry calculation of C3H6F24KO3P4 as an isolated structure in a non-equilibrium geometry, from OMol25.

Each line ends with the Mulliken charge.
CARTESIAN COORDINATES (ANGSTROEM)
1 K 20.210 4.318 -3.780  0.9775
2 P 21.419 7.302 -5.852  1.2608
3 P 16.770 2.751 -3.956  1.2195
4 P 19.655 5.878 -0.196  1.2306
5 P 23.585 2.496 -2.288  1.3023
6 F 19.598 6.626 -1.675  -0.4032
7 F 21.090 6.640 0.131  -0.3969
8 F 17.916 2.600 -5.051  -0.3053
9 F 20.201 6.768 -4.888  -0.4061
10 F 17.392 4.258 -3.658  -0.3760
11 F 22.475 6.302 -5.201  -0.3447
12 F 22.663 7.746 -6.814  -0.4039
13 F 19.591 5.082 1.227  -0.3990
14 F 17.809 2.183 -2.776  -0.3747
15 F 15.730 3.185 -5.064  -0.3783
16 F 24.303 1.799 -0.998  -0.3975
17 F 21.203 6.156 -7.003  -0.3496
18 F 21.873 8.459 -4.830  -0.3594
19 F 22.384 2.927 -1.346  -0.3173
20 F 15.731 3.043 -2.744  -0.3897
21 F 16.198 1.251 -3.909  -0.3911
22 F 24.280 3.923 -1.863  -0.3811
23 F 24.867 1.990 -3.243  -0.4047
24 F 18.301 5.083 -0.564  -0.3462
25 F 22.782 1.154 -2.720  -0.3734
26 F 22.760 3.269 -3.464  -0.4493
27 F 20.300 8.213 -6.727  -0.4069
28 F 20.506 4.743 -0.922  -0.2946
29 F 18.815 7.110 0.387  -0.3789
30 O 20.248 0.584 -6.312  -0.3957
31 O 20.854 1.600 -8.159  -0.3733
32 O 20.530 2.893 -6.309  -0.3551
33 C 20.579 1.781 -6.820  0.7149
34 C 21.139 2.704 -9.025  -0.6192
35 C 20.203 0.397 -4.818  -0.2137
36 H 21.583 2.394 -9.970  0.2318
37 H 20.547 -0.606 -4.569  0.2385
38 H 20.940 1.090 -4.411  0.0513
39 H 19.144 0.489 -4.579  0.1965
40 H 20.222 3.247 -9.252  0.2870
41 H 21.808 3.465 -8.622  0.2743

Cartesian forces, eV/Å:
0.00 0.12 0.33
0.56 -0.62 -2.10
1.15 0.75 4.55
0.15 0.18 -1.63
-0.05 1.17 0.81
0.01 0.09 0.38
-1.17 -0.30 0.55
-0.03 -1.10 -0.64
0.90 0.44 -0.74
-0.65 -0.26 -0.82
-0.16 -0.80 1.55
0.00 1.61 -0.60
0.96 0.66 0.03
0.58 0.36 -0.74
-0.30 0.40 -0.36
0.08 -0.51 -0.59
-1.35 -0.57 0.35
-1.24 0.13 -0.20
-0.91 -0.56 0.93
-0.78 0.64 -0.28
-0.05 -0.95 -1.90
0.79 -0.85 -1.02
-1.25 1.08 0.61
-0.45 0.17 -0.26
0.45 -0.56 0.22
1.05 -0.13 -1.12
1.30 -0.05 1.42
0.36 -0.96 0.28
-0.02 0.31 0.74
0.85 -0.01 0.29
0.40 -0.68 0.27
0.49 -2.27 -0.44
-0.85 1.91 -0.18
-0.43 1.07 0.53
0.06 0.59 -1.49
-0.12 -0.77 0.26
0.03 -0.05 -0.57
-0.63 0.20 0.44
0.40 0.51 0.54
-0.17 -0.10 0.03
0.06 -0.27 0.59

Summary:
net charge: -3
spin multiplicity: 1
E: -4706.8261 Eh
HOMO energy: -4.066 eV
Kohn-Sham gap: 10.172 eV



4.
The following is a quantum chemistry calculation of C34H52N3O2S5SbSn as an isolated structure, from OMol25.

Each line ends with the Mulliken charge.
CARTESIAN COORDINATES (ANGSTROEM)
1 Sb 3.216 -0.710 0.901  1.3068
2 Sn -0.418 1.513 -0.722  0.6198
3 S -0.176 4.050 1.577  0.3729
4 S -2.918 2.567 -0.146  0.1299
5 S -1.355 2.159 -3.262  0.0424
6 S -6.442 -5.520 -1.960  -0.2716
7 S 0.384 4.651 -1.643  0.1778
8 O 1.212 -0.474 0.864  -0.4204
9 O -7.263 -4.878 0.505  -0.5042
10 N -2.243 -3.032 2.874  -0.4714
11 N 0.308 -2.559 0.524  0.1206
12 N -0.518 1.086 3.504  -0.6794
13 C 3.690 1.123 1.985  1.5665
14 C 0.332 -1.417 1.253  0.4958
15 C -4.039 -4.342 -2.207  -0.7396
16 C -5.321 -4.189 -1.680  0.4131
17 C -1.903 3.990 2.099  -1.0388
18 C -0.006 5.710 0.869  -1.1896
19 C 3.603 -0.720 -1.230  1.8808
20 C -2.458 -1.107 -1.229  1.0265
21 C 5.210 1.127 2.152  -1.5314
22 C 5.304 -2.501 2.012  -1.4605
23 C 3.575 0.705 -1.774  -1.7717
24 C -0.515 4.926 -3.190  -0.7697
25 C -3.082 2.595 -2.925  -0.9192
26 C -3.101 -3.334 -2.074  -0.5808
27 C 3.205 2.303 1.150  -1.6124
28 C -0.514 -1.199 2.304  1.1653
29 C 3.395 -3.783 0.999  -1.5709
30 C 3.084 -2.639 3.235  -1.4664
31 C -0.642 3.649 -4.017  -0.9256
32 C 2.960 1.062 3.317  -1.7367
33 C -7.389 -5.624 -0.421  0.7820
34 C 3.785 -2.606 1.882  1.4282
35 C -3.329 3.439 -1.682  -0.1162
36 C -2.958 3.990 0.999  -0.7582
37 C 2.520 -1.581 -1.875  -1.6128
38 C -8.335 -6.797 -0.449  -1.1084
39 C -5.662 -3.003 -1.028  -0.5639
40 C -0.525 0.057 2.988  -0.2117
41 C 4.992 -1.338 -1.412  -1.6411
42 C -3.429 -2.157 -1.402  0.4331
43 C -0.396 5.906 -0.594  -0.4881
44 C -1.650 -0.212 -1.074  -1.7790
45 C -4.716 -2.003 -0.883  -0.5153
46 C -1.489 -2.202 2.612  -0.9966
47 H -4.389 3.692 -1.633  0.5609
48 H 5.750 1.042 1.204  0.3495
49 H 4.444 1.282 -1.458  0.3094
50 H 5.494 2.087 2.596  0.4882
51 H -1.474 5.848 -0.737  0.1004
52 H 3.907 -3.772 0.037  0.3083
53 H 2.324 -3.853 0.839  0.2577
54 H 1.880 1.079 3.205  0.2253
55 H 5.228 -1.351 -2.481  0.5334
56 H -3.777 -5.260 -2.719  0.4178
57 H 5.619 -1.690 2.666  0.3204
58 H 0.011 5.664 -3.797  0.5314
59 H 1.531 -1.122 -1.805  0.1246
60 H 3.241 1.959 3.882  0.5667
61 H -2.109 -3.459 -2.491  0.4873
62 H -3.466 3.117 -3.804  0.5567
63 H -1.494 5.340 -2.955  0.3409
64 H -2.753 4.359 -1.700  -0.3504
65 H 2.149 2.223 0.882  0.0218
66 H 3.348 -3.586 3.719  0.5224
67 H 3.604 0.645 -2.869  0.5747
68 H -0.477 -3.174 0.703  0.2819
69 H -2.891 4.892 0.395  0.3522
70 H -1.240 3.856 -4.905  0.5001
71 H 5.813 -2.404 1.052  0.2844
72 H -3.948 3.963 1.455  0.5649
73 H -2.105 4.835 2.758  0.5262
74 H 3.245 0.202 3.921  0.2764
75 H 3.713 -4.693 1.521  0.5911
76 H 2.480 -2.590 -1.460  0.2936
77 H 3.309 3.200 1.772  0.6654
78 H -4.973 -1.091 -0.359  0.4780
79 H -3.597 1.635 -2.859  0.3358
80 H 0.335 3.307 -4.359  0.4362
81 H -0.566 6.412 1.491  0.4839
82 H -8.645 -7.045 -1.463  0.3802
83 H -7.816 -7.660 -0.026  0.3020
84 H 5.776 -0.759 -0.918  0.3216
85 H 5.656 -3.433 2.467  0.5290
86 H 2.671 1.252 -1.500  0.3043
87 H 1.996 -2.614 3.149  0.2918
88 H -9.199 -6.573 0.171  0.3190
89 H 0.480 -2.421 -0.464  0.0384
90 H -0.067 6.896 -0.910  0.5227
91 H 5.040 -2.369 -1.062  0.3224
92 H -1.958 3.088 2.708  0.3408
93 H 2.757 -1.678 -2.939  0.6741
94 H -6.653 -2.868 -0.628  0.4378
95 H 1.051 5.940 1.002  0.4661
96 H 5.555 0.349 2.830  0.3596
97 H 3.797 2.457 0.253  0.2295
98 H 3.411 -1.839 3.895  0.3338

Cartesian forces, eV/Å:
-0.20 0.01 0.03
-0.06 0.30 -0.12
-0.08 -0.02 0.04
0.20 -0.05 0.13
-0.05 -0.06 0.02
-0.15 0.08 0.07
-0.06 -0.06 0.02
0.07 -0.43 0.25
0.10 0.05 -0.10
0.10 0.04 -0.17
0.02 -0.07 -0.10
-0.09 0.07 -0.10
0.04 -0.27 -0.25
-0.14 0.19 -0.12
0.05 0.04 0.04
0.11 0.03 0.02
0.03 -0.06 -0.10
0.00 -0.01 -0.02
0.07 0.02 0.22
-0.30 -0.39 -0.10
-0.02 0.25 0.06
0.01 -0.19 0.17
0.00 -0.10 -0.25
0.06 -0.07 0.00
0.00 -0.01 0.10
0.05 -0.06 -0.05
0.00 0.11 0.21
-0.17 0.15 0.09
0.15 -0.13 0.12
0.08 -0.26 0.02
-0.03 0.08 0.09
0.15 0.17 0.13
-0.11 -0.16 0.04
-0.19 0.38 -0.22
-0.06 -0.12 -0.14
0.01 -0.02 0.05
0.06 -0.01 -0.19
0.07 0.04 -0.03
0.04 -0.02 -0.05
0.12 -0.36 -0.14
-0.01 0.00 -0.18
0.16 0.20 0.10
0.10 0.01 0.05
0.09 0.22 0.02
-0.06 0.01 0.05
0.02 0.25 0.23
0.00 0.01 0.00
-0.04 0.00 0.02
0.00 -0.01 0.02
0.01 -0.04 -0.02
-0.02 0.03 0.03
0.00 -0.01 0.02
-0.06 0.00 0.02
-0.04 0.01 -0.03
-0.01 0.02 0.04
0.00 0.02 0.03
-0.01 -0.02 0.03
-0.02 0.02 -0.03
0.01 0.05 0.01
-0.04 -0.05 -0.01
-0.02 0.01 -0.01
0.01 -0.02 -0.01
-0.03 0.02 -0.03
0.01 0.02 -0.03
0.03 -0.01 0.03
-0.03 0.05 0.00
0.03 0.02 0.08
0.03 -0.01 0.03
-0.02 0.02 0.02
0.04 -0.04 -0.04
-0.02 -0.01 0.02
0.00 0.04 0.01
0.01 0.00 0.01
0.03 0.03 0.01
-0.01 0.04 -0.05
0.04 0.02 -0.02
-0.01 -0.04 -0.04
0.00 -0.04 -0.02
-0.01 0.03 0.01
0.01 0.03 -0.01
0.04 0.00 0.01
0.00 0.00 0.00
0.00 0.01 0.00
-0.03 -0.01 -0.01
0.00 0.05 -0.02
-0.03 -0.02 0.00
0.01 0.00 -0.01
0.01 0.02 0.00
0.01 -0.03 0.05
-0.03 0.02 -0.01
0.01 0.02 -0.03
-0.05 -0.05 0.04
-0.03 -0.01 0.04
-0.01 0.00 0.01
0.00 0.07 -0.03
0.00 0.02 0.00
0.04 0.00 -0.04
0.00 -0.01 0.00

Summary:
net charge: +2
spin multiplicity: 1
E: -4086.4065 Eh
HOMO energy: -12.074 eV
relative energy (zero: lowest compared OMol25 entry of this formula, charge and spin): 0.0738 eV
Kohn-Sham gap: 6.865 eV



What is the E in the second record?
-764.8069 Eh